# 1
Density functional theory data (the ωB97M-V functional and the def2-TZVPD basis) for a molecular structure, C26H48Cl3HgN4O4Si.

Properties
HOMO level: -2.796 eV
LUMO level: 2.07 eV
net charge: -1

Last column: Mulliken charge in e.
Atoms and positions in Å:
C (-1.753, -2.141, -4.767)  -1.607
C (-1.316, -2.929, -3.569)  0.107
H (-2.319, -2.751, -5.483)  0.388
H (-0.858, -1.760, -5.273)  0.243
H (-2.380, -1.280, -4.495)  0.263
C (-1.174, -4.265, -3.563)  -0.013
C (-1.038, -5.070, -4.810)  -1.533
H (-0.964, -4.777, -2.622)  0.281
H (-0.465, -4.528, -5.583)  0.333
H (-2.020, -5.333, -5.230)  0.301
H (-0.508, -6.000, -4.577)  0.403
Hg (-0.105, 2.494, -0.516)  1.149
Cl (-2.066, 1.289, -0.255)  -0.580
Cl (1.962, 3.496, -0.722)  -0.589
H (1.334, 5.234, 3.165)  0.298
H (-0.728, 7.071, 3.087)  0.311
C (1.117, 5.181, 2.087)  -0.840
C (-0.755, 6.794, 2.020)  -0.889
N (-0.300, 5.430, 1.822)  0.294
H (1.394, 4.201, 1.696)  0.144
C (-1.184, 4.414, 1.963)  0.014
O (-0.824, 3.242, 2.101)  -0.555
H (-1.785, 6.876, 1.647)  0.320
H (-2.257, 4.713, 1.887)  0.342
H (1.691, 5.950, 1.564)  0.323
H (-0.104, 7.472, 1.463)  0.273
H (2.377, -0.836, -2.834)  0.188
H (1.998, -3.258, -2.871)  0.137
C (3.268, -0.953, -2.217)  -0.990
C (2.942, -3.398, -2.326)  -0.822
N (3.176, -2.215, -1.508)  0.488
H (3.324, -0.148, -1.481)  0.275
C (3.825, -2.344, -0.300)  0.123
O (4.137, -1.402, 0.423)  -0.622
H (2.855, -4.259, -1.660)  0.302
H (4.043, -3.409, -0.056)  0.334
H (4.163, -0.926, -2.851)  0.259
H (3.762, -3.573, -3.042)  0.334
O (0.278, -1.819, -3.012)  -0.771
C (-0.877, -2.089, -2.374)  0.753
C (0.181, -3.215, -0.318)  0.698
C (-0.942, -2.772, -0.997)  -0.808
H (1.172, -2.852, -0.626)  0.169
C (0.052, -4.132, 0.729)  -0.379
H (-1.500, -1.180, -2.310)  0.309
C (-2.209, -3.023, -0.450)  -0.363
H (0.958, -4.572, 1.170)  0.484
C (-1.221, -4.475, 1.207)  -0.651
C (-2.355, -3.879, 0.644)  -0.673
H (-3.074, -2.544, -0.914)  0.407
H (-1.311, -5.188, 2.034)  0.330
H (-3.350, -4.099, 1.046)  0.343
Si (-0.548, 2.637, -4.187)  0.313
Cl (0.037, 0.985, -2.864)  0.055
C (1.032, 3.651, -4.294)  -0.998
C (-1.590, 3.756, -3.125)  -1.067
C (-1.464, 2.131, -5.735)  -1.017
H (1.662, 3.451, -3.416)  0.241
H (0.770, 4.717, -4.257)  0.320
H (1.624, 3.455, -5.202)  0.346
H (-0.813, 1.672, -6.494)  0.307
H (-1.928, 3.009, -6.205)  0.357
H (-2.279, 1.438, -5.506)  0.299
H (-2.081, 3.209, -2.306)  0.286
H (-2.374, 4.249, -3.718)  0.392
H (-0.954, 4.541, -2.665)  0.223
C (-1.227, 0.427, 3.015)  -0.899
N (-0.294, -0.213, 3.882)  0.246
C (-0.063, 0.336, 5.194)  -0.517
C (0.371, -0.783, 6.110)  -0.800
C (1.575, -1.498, 5.553)  -0.627
N (1.442, -1.740, 4.138)  0.303
C (2.335, -2.665, 3.507)  -1.011
C (0.564, -1.110, 3.290)  0.078
O (0.549, -1.326, 2.070)  -0.566
H (-0.727, 0.984, 2.220)  0.179
H (-1.841, 1.133, 3.571)  0.329
H (-1.880, -0.300, 2.518)  0.323
H (0.717, 1.120, 5.168)  0.236
H (-0.996, 0.787, 5.543)  0.390
H (-0.451, -1.498, 6.237)  0.312
H (0.615, -0.381, 7.086)  0.372
H (1.724, -2.461, 6.053)  0.413
H (2.485, -0.905, 5.732)  0.282
H (3.050, -3.032, 4.248)  0.429
H (1.786, -3.528, 3.104)  0.161
H (2.873, -2.199, 2.671)  0.280

# 2
Density functional theory data (the ωB97M-V functional and the def2-TZVPD basis) for a molecular structure, C13H30IrN9O3S.

Properties
HOMO level (alpha / beta): -18.920 / -18.755 eV
LUMO level (alpha / beta): -9.73 / -13.13 eV
net charge: +3
multiplicity: 2
expectation value of S²: 0.77

Last column: Mulliken spin population.
Atoms and positions in Å:
Ir (0.586, -0.650, -0.248)  0.128
C (3.536, -0.674, 1.440)  -0.008
C (3.385, -1.840, 0.483)  0.003
N (1.951, -2.150, 0.142)  -0.001
C (1.340, -3.188, 1.016)  0.000
C (0.061, -3.594, 0.323)  -0.004
N (-0.720, -2.371, -0.064)  -0.004
C (-1.995, -2.203, 0.715)  0.002
C (-1.794, -1.816, 2.164)  0.000
C (-1.308, -0.389, 2.312)  0.004
N (0.081, -0.202, 1.783)  0.005
C (0.610, 1.150, 2.168)  -0.003
C (1.208, 1.828, 0.972)  0.014
N (1.991, 0.878, 0.149)  -0.004
C (3.376, 0.633, 0.683)  0.002
H (4.536, -0.708, 1.872)  0.000
H (2.856, -0.753, 2.295)  0.001
H (3.808, -2.757, 0.890)  -0.001
H (3.897, -1.626, -0.454)  0.001
H (1.997, -2.566, -0.795)  -0.002
H (1.199, -2.791, 2.020)  0.000
H (2.012, -4.042, 1.099)  0.000
H (-0.537, -4.256, 0.947)  0.000
H (0.308, -4.136, -0.591)  0.001
H (-1.070, -2.545, -1.009)  -0.005
H (-2.542, -3.142, 0.637)  -0.003
H (-2.573, -1.437, 0.201)  0.003
H (-1.143, -2.517, 2.695)  0.000
H (-2.766, -1.892, 2.653)  0.000
H (-1.290, -0.089, 3.361)  -0.002
H (-1.961, 0.294, 1.767)  -0.001
H (0.641, -0.876, 2.297)  -0.001
H (1.308, 1.038, 2.997)  0.000
H (-0.217, 1.764, 2.522)  -0.002
H (1.827, 2.671, 1.284)  0.000
H (0.415, 2.196, 0.326)  -0.005
H (2.097, 1.327, -0.762)  -0.001
H (3.640, 1.480, 1.317)  0.000
H (4.061, 0.638, -0.163)  0.000
C (-3.653, 4.465, -2.286)  0.003
C (-3.140, 3.116, -2.614)  0.034
N (-3.313, 2.479, -3.728)  0.075
N (-2.658, 1.305, -3.568)  0.095
C (-2.100, 1.168, -2.376)  -0.059
S (-1.317, -0.307, -1.919)  0.651
N (-2.388, 2.326, -1.745)  0.024
N (-1.991, 2.658, -0.450)  -0.002
H (-4.128, 4.876, -3.173)  0.000
H (-2.848, 5.136, -1.980)  0.003
H (-4.396, 4.421, -1.487)  0.004
H (-2.651, 0.638, -4.330)  -0.006
H (-1.419, 3.496, -0.517)  0.001
H (-2.822, 2.907, 0.081)  0.001
O (1.935, 0.037, -3.980)  0.008
N (1.506, 0.215, -2.897)  -0.020
O (1.544, -0.872, -2.057)  0.015
O (1.025, 1.248, -2.420)  0.051

Record order is preserved below.
Energy: -3363.0847; -1733.2739 a.u.
Record order is preserved below.
Maximum force: 2.580; 1.677 eV Å⁻¹
Record order is preserved below.
Energy above the lowest of the compared OMol25 structures with the same formula, charge and spin: 181.1; 173.9 kJ/mol